# 1
{
  "formula": "C22H54O13S7",
  "method": "wB97M-V/def2-TZVPD",
  "e_above_lowest_kj_mol": 441.31,
  "elements": ["C", "C", "C", "O", "C", "O", "O", "H", "H", "H", "H", "H", "H", "C", "C", "C", "O", "C", "O", "O", "H", "H", "H", "H", "H", "H", "C", "S", "O", "C", "H", "H", "H", "H", "H", "H", "C", "S", "O", "C", "H", "H", "H", "H", "H", "H", "C", "S", "O", "C", "H", "H", "H", "H", "H", "H", "C", "S", "O", "C", "H", "H", "H", "H", "H", "H", "C", "S", "O", "C", "H", "H", "H", "H", "H", "H", "C", "S", "O", "C", "H", "H", "H", "H", "H", "H", "C", "S", "O", "C", "H", "H", "H", "H", "H", "H"],
  "xyz": [[-0.9992, 0.1391, -2.6857], [-0.1252, 0.3175, -1.3354], [-0.6513, 1.3289, -0.3501], [-0.5812, 0.6782, 0.8955], [-0.3154, -0.6626, 0.6023], [-0.2164, -1.5202, 1.4485], [-0.1440, -0.8912, -0.6459], [-0.5765, -0.5965, -3.3701], [-1.0241, 1.0725, -3.2479], [-2.0355, -0.1056, -2.4525], [0.8763, 0.6691, -1.5832], [-1.6540, 1.6086, -0.6731], [-0.0849, 2.2475, -0.5033], [5.6633, -1.5150, 0.6275], [6.7003, -0.3128, 0.7702], [6.2707, 0.8641, -0.1421], [5.6198, 1.7233, 0.6952], [6.0053, 1.5690, 1.9414], [5.7709, 2.3900, 2.8269], [6.5897, 0.3339, 2.0690], [5.8970, -1.9537, -0.3425], [4.6502, -1.1135, 0.6538], [5.7689, -2.2813, 1.3954], [7.6887, -0.6838, 0.4989], [5.5360, 0.5146, -0.8675], [7.1072, 1.2755, -0.7071], [3.8382, 0.1022, -6.3552], [4.2678, -1.6321, -5.8794], [3.0850, -2.1315, -4.9929], [3.8874, -2.2648, -7.5706], [4.5585, 0.5689, -7.0271], [3.8894, 0.6924, -5.4403], [2.8125, 0.1973, -6.7116], [4.5745, -1.9417, -8.3527], [2.8519, -1.9696, -7.7399], [3.6624, -3.3308, -7.5366], [-1.7087, -6.8125, -5.0793], [-2.0720, -7.6279, -3.4578], [-1.2297, -8.9000, -3.4746], [-1.2944, -6.4474, -2.3045], [-0.7581, -7.1191, -5.5155], [-1.7836, -5.7334, -4.9442], [-2.3961, -7.0896, -5.8785], [-1.4792, -6.7274, -1.2674], [-1.7919, -5.4841, -2.4164], [-0.2310, -6.2884, -2.4832], [3.4257, -7.2382, 3.6620], [4.9176, -7.7599, 4.5637], [4.8239, -9.2574, 4.7942], [6.1941, -7.4688, 3.2911], [3.1151, -7.8035, 2.7833], [3.4505, -6.1742, 3.4267], [2.6209, -7.3880, 4.3817], [7.0210, -8.1163, 3.5827], [6.4522, -6.4266, 3.4793], [5.8942, -7.5139, 2.2441], [-5.6813, 1.8361, 4.8269], [-4.9879, 3.6073, 4.7926], [-5.2538, 4.0648, 3.3605], [-6.3782, 4.3654, 5.8042], [-6.3875, 1.7216, 4.0045], [-6.2844, 1.5083, 5.6736], [-4.8129, 1.1872, 4.7132], [-6.3595, 4.1885, 6.8796], [-7.2301, 3.7665, 5.4824], [-6.6862, 5.4043, 5.6865], [-10.2227, 1.9573, -2.8532], [-8.5294, 1.3582, -2.9123], [-7.7255, 2.3892, -3.6932], [-8.1090, 1.5511, -1.0829], [-10.6887, 1.9238, -3.8380], [-10.1529, 3.0196, -2.6194], [-10.9082, 1.3131, -2.3027], [-8.6984, 0.9097, -0.4277], [-8.3354, 2.5895, -0.8410], [-7.0475, 1.3773, -0.9067], [-0.8957, 7.7776, -4.1329], [-1.1553, 6.0154, -4.3827], [-0.1793, 5.2332, -3.5095], [-2.8357, 5.7787, -3.6846], [-0.7718, 7.9560, -3.0648], [-1.7529, 8.3261, -4.5233], [-0.0990, 8.1170, -4.7949], [-2.9952, 4.7543, -3.3480], [-3.5797, 5.9948, -4.4514], [-3.0209, 6.5268, -2.9138], [1.6959, 3.0102, 7.1766], [1.9323, 2.8290, 9.0059], [2.4474, 1.4018, 9.2736], [3.3547, 4.0959, 8.9735], [1.4835, 4.0430, 6.9001], [0.9274, 2.3200, 6.8284], [2.5846, 2.6183, 6.6819], [4.1453, 3.8971, 9.6971], [2.9435, 5.0839, 9.1805], [3.9162, 4.1721, 8.0424]],
  "forces_ev_per_a": [[1.021, 0.713, 1.283], [-1.076, 0.778, -3.480], [-0.851, 0.821, -1.615], [0.323, -1.057, -0.497], [0.043, -0.718, 4.545], [-0.391, 1.252, -0.645], [0.511, -0.568, -1.850], [0.098, -0.170, 0.350], [0.124, 0.208, 0.165], [0.102, -0.184, 0.217], [0.331, -0.859, -0.237], [-0.518, -0.176, 0.724], [0.301, -0.010, 1.017], [1.260, 1.337, 0.279], [-2.152, -0.438, -0.262], [0.288, -2.435, -1.529], [-0.648, 2.107, -0.396], [-0.539, 1.003, 3.019], [0.943, -2.603, -2.074], [0.640, 0.253, 0.133], [-0.317, -0.118, -0.054], [-0.005, -0.109, -0.085], [0.154, 0.173, 0.039], [0.191, 0.316, 0.764], [0.096, -0.028, -0.171], [0.064, 0.539, 0.340], [0.220, 0.180, 0.942], [-2.750, -0.295, 0.192], [2.302, 1.008, -1.715], [-1.179, -0.367, 0.684], [0.019, -0.415, -0.249], [0.036, -0.144, 0.189], [0.109, -0.416, -0.190], [-0.039, -0.115, 0.216], [0.106, 0.894, -0.249], [1.159, -0.310, 0.195], [-0.073, 0.302, 0.054], [1.246, -1.414, -0.646], [-0.993, 1.471, 0.218], [-0.051, 0.562, -0.338], [0.387, 0.097, 0.774], [0.186, 0.018, -0.066], [-0.596, -0.237, 0.553], [0.046, -0.509, -0.218], [-0.136, 0.053, -0.236], [-0.006, -0.329, -0.090], [-0.479, 0.032, 0.304], [-0.257, -1.679, -0.394], [-0.006, 1.562, -0.370], [-0.400, 0.735, 0.469], [0.674, -0.236, -0.078], [0.256, 0.023, 0.040], [0.047, 0.080, 0.168], [-0.069, 0.031, -0.289], [0.357, 0.066, -0.016], [-0.128, -0.611, 0.169], [0.136, 0.499, 0.028], [-1.909, 0.211, -1.152], [0.465, -0.535, 1.839], [-0.918, -1.078, 0.024], [0.428, 0.402, -0.444], [0.477, 0.485, 0.591], [-0.159, -0.014, -0.109], [0.779, -0.208, 0.043], [-0.189, 0.150, -0.205], [0.894, 0.077, -0.629], [-0.262, 0.312, -0.604], [1.227, 0.107, -0.080], [-1.042, -0.938, 1.197], [-0.455, 0.676, -0.759], [0.659, -0.100, -0.440], [-0.365, -0.105, 0.613], [0.386, 0.301, 0.798], [-0.112, -0.188, -0.354], [0.070, 0.060, 0.038], [-0.082, -0.111, -0.403], [-0.663, 0.046, -0.033], [0.659, -1.742, 0.037], [-1.098, 1.162, -0.641], [-0.032, 1.016, -0.086], [0.297, 0.219, -0.151], [-0.386, -0.169, 0.226], [0.443, -0.342, 0.519], [0.436, 0.156, 0.057], [0.191, -0.075, -0.312], [0.136, -0.332, 0.401], [0.124, -0.951, 0.233], [1.734, -1.077, -0.582], [-0.657, 2.609, -0.648], [0.143, -0.271, 0.112], [0.014, -0.095, 0.132], [-0.423, 0.266, 0.373], [0.323, 0.381, 0.189], [-0.509, -0.365, 0.459], [-0.258, -0.114, 0.094], [-0.484, -0.392, -0.376]]
}

# 2
{
  "formula": "C22H55Br2ClInMg2N3O7S2Si2",
  "method": "wB97M-V/def2-TZVPD",
  "elements": ["C", "C", "C", "C", "N", "C", "C", "C", "C", "In", "C", "C", "C", "Br", "C", "S", "S", "C", "C", "C", "H", "H", "H", "H", "H", "H", "H", "H", "H", "H", "H", "H", "H", "H", "H", "H", "H", "H", "H", "H", "H", "H", "H", "H", "H", "H", "H", "H", "H", "H", "H", "H", "C", "N", "O", "O", "H", "H", "H", "Mg", "C", "Si", "C", "C", "N", "Si", "C", "C", "C", "H", "H", "H", "H", "H", "H", "H", "H", "H", "H", "H", "H", "H", "H", "H", "H", "H", "H", "O", "Cl", "O", "O", "O", "Mg", "O", "H", "H", "Br"],
  "xyz": [[-6.3537, 5.0574, 1.5966], [-5.5393, 3.9054, 0.7417], [-6.5625, 3.2260, -0.3627], [-5.8514, 1.8739, -0.9569], [-5.5162, 1.9164, -2.4308], [-4.6200, 0.7270, -2.6978], [-5.3508, -0.7362, -2.5823], [-5.2173, -1.4669, -1.1200], [-3.6813, -1.8397, -0.6702], [-2.7409, -0.2219, 0.6841], [-0.9248, -0.9474, 1.8234], [0.5265, -0.5378, 1.1412], [0.7331, 1.0723, 0.9111], [2.4409, 1.3322, -0.1723], [-4.7208, 3.1541, -2.8142], [-5.5554, 4.4290, -3.6429], [-2.8925, 3.4298, -2.5162], [-2.4390, 5.2458, -2.4687], [-2.1520, 5.6687, -0.9111], [-1.2183, 4.6205, -0.0646], [-5.6280, 5.6790, 2.2901], [-7.1809, 4.6108, 2.3217], [-6.9314, 5.7451, 0.8136], [-4.5358, 4.2882, 0.2575], [-5.2143, 3.0794, 1.5355], [-6.9713, 3.9713, -1.1666], [-7.5150, 2.8733, 0.2651], [-4.9277, 1.6228, -0.2828], [-6.6493, 0.9960, -0.8239], [-4.2542, 0.8274, -3.8289], [-3.6467, 0.6806, -2.0500], [-6.4653, -0.5869, -2.9543], [-4.8269, -1.4385, -3.3862], [-5.6975, -0.8732, -0.2249], [-5.8326, -2.4863, -1.1958], [-3.7691, -2.7939, 0.0407], [-2.9747, -2.1583, -1.5477], [-2.1356, 1.0466, -0.4900], [-3.9797, 0.6215, 1.6950], [-0.9707, -0.4273, 2.8970], [-0.9843, -2.1115, 1.9644], [0.6406, -1.1558, 0.1340], [1.3602, -0.8920, 1.9182], [-0.1083, 1.5947, 0.2828], [0.8510, 1.6766, 1.9108], [-3.1786, 5.9632, -3.0273], [-1.3946, 5.3500, -3.0374], [-1.5512, 6.6990, -0.9525], [-3.1882, 5.8840, -0.3933], [-0.6707, 3.8085, -0.7048], [-1.8854, 4.0785, 0.7546], [-0.3601, 5.2643, 0.4526], [2.1966, -3.7007, 4.8771], [2.0832, -2.5753, 3.9105], [2.0829, -1.4289, 4.3740], [1.9977, -2.8745, 2.7138], [2.2637, -3.2928, 5.8880], [1.3030, -4.3189, 4.7693], [3.0997, -4.2607, 4.6264], [0.2302, 6.7534, -1.3638], [4.7939, -2.0384, 1.2740], [5.7468, -1.7847, -0.3390], [6.3792, -0.0195, -0.3402], [4.5210, -1.9815, -1.7436], [7.0286, -2.9614, -0.3922], [8.1291, -3.0364, -1.7385], [9.1251, -1.4633, -1.9536], [7.2684, -3.4273, -3.3585], [9.3592, -4.4338, -1.4074], [3.9755, -1.3148, 1.3446], [4.3700, -3.0444, 1.3180], [5.4524, -1.8967, 2.1368], [5.5722, 0.6700, -0.0722], [6.7462, 0.2769, -1.3259], [7.1866, 0.1081, 0.3873], [4.2146, -3.0262, -1.8539], [4.9359, -1.6368, -2.6938], [3.6225, -1.3872, -1.5465], [8.5172, -0.6544, -2.3656], [9.9539, -1.6339, -2.6480], [9.5478, -1.1334, -0.9999], [6.5837, -4.2719, -3.2451], [8.0079, -3.6934, -4.1220], [6.7082, -2.5687, -3.7342], [8.8380, -5.3911, -1.3079], [9.9215, -4.2451, -0.4896], [10.0691, -4.5143, -2.2348], [-8.5489, -2.3175, 3.0499], [-7.6611, -2.0688, 1.9308], [-7.5609, -0.6405, 1.7014], [-8.1879, -2.7130, 0.7434], [-6.3468, -2.6039, 2.2282], [-2.5142, 0.0211, -3.7524], [3.4682, -3.3348, 7.6149], [4.4334, -3.3716, 7.6911], [3.2357, -2.4756, 7.9979], [6.0630, -5.6393, -2.5035]],
  "forces_ev_per_a": [[-0.157, 0.184, -0.321], [-0.702, -0.314, 0.902], [-0.039, -0.469, 1.283], [-1.731, -0.232, 1.775], [3.735, 0.472, -0.022], [-0.171, -1.364, -0.558], [-0.141, 0.181, 0.007], [0.420, -0.687, -0.052], [-1.741, -1.851, -0.710], [0.219, -0.154, 1.346], [0.982, 0.241, 0.935], [0.063, -0.451, 0.768], [-1.050, -0.314, 0.360], [-1.052, -0.018, 0.690], [-2.186, 2.796, -1.467], [1.649, -2.840, 1.911], [-0.999, -0.607, 0.220], [0.886, 1.357, 0.077], [-0.818, -0.368, -0.292], [-0.274, 0.190, 0.430], [-1.463, -1.113, -1.615], [1.839, 0.628, -1.710], [1.370, -1.195, 1.844], [-2.097, -0.523, 0.795], [-0.703, 1.542, -1.888], [1.087, -1.421, 1.416], [2.116, 0.687, -1.425], [-1.556, 0.460, -1.326], [1.904, 1.843, -0.406], [-1.190, 0.253, 1.182], [-1.381, 0.351, -0.327], [2.292, -0.379, 0.944], [-0.891, 1.160, 1.471], [0.604, -1.056, -1.780], [1.182, 2.164, 0.231], [0.208, 2.163, -1.331], [-0.854, 0.857, 1.042], [-0.100, -0.178, -0.992], [0.507, -0.248, -0.518], [0.052, -1.281, -2.196], [0.352, 2.258, -0.176], [-0.045, 1.560, 2.005], [-1.699, 0.859, -2.094], [1.650, -1.214, 1.136], [-0.032, -1.389, -1.970], [1.161, -1.665, 1.222], [-2.088, -0.555, 0.958], [-2.317, -1.584, 0.163], [2.246, -0.429, -0.866], [-1.157, 1.561, 1.055], [1.587, 1.167, -1.752], [-1.751, -1.484, -0.668], [-0.161, 0.061, 0.370], [-0.095, 0.542, -0.551], [-0.009, -1.381, -0.956], [0.133, 0.551, 1.689], [0.040, -0.125, -0.500], [0.213, 0.051, -0.167], [-0.228, 0.063, -0.044], [1.725, 0.361, -0.460], [0.255, 0.124, -0.385], [-0.849, -0.029, 1.389], [0.319, 0.181, -0.160], [-0.073, -0.241, -0.501], [-0.271, 0.345, -1.126], [1.439, -0.403, 0.366], [-0.161, 0.056, -0.016], [2.027, 3.071, -0.232], [-0.337, 0.209, -0.145], [0.023, -0.079, 0.029], [0.012, 0.055, 0.035], [-0.051, -0.043, -0.047], [-0.045, -0.188, 0.045], [0.055, 0.005, 0.081], [-0.056, 0.020, -0.102], [0.065, 0.090, -0.015], [-0.031, -0.061, 0.008], [0.155, 0.026, 0.200], [0.043, 0.020, 0.086], [-0.019, -0.087, 0.054], [-0.023, 0.043, -0.061], [-1.041, -0.288, -1.135], [-0.208, -0.571, 0.296], [-0.355, -0.189, 0.254], [0.101, 0.120, 0.037], [-0.040, -0.009, -0.029], [0.032, -0.026, 0.032], [0.412, 0.177, -0.513], [-0.552, -0.491, 0.666], [0.189, 0.170, -0.262], [0.207, 0.156, -0.066], [0.062, 0.146, -0.234], [0.218, 0.080, 1.043], [0.403, 0.361, 0.376], [-0.314, -0.040, -0.032], [0.035, -0.264, -0.086], [-0.970, -2.118, 1.059]]
}

| no. | calculated total energy (hartree) |
| --- | --- |
| 1 | -4635.726225 |
| 2 | -9134.964319 |